(1)
The following is a quantum chemistry calculation of C9H10Cl3LaNO2 as an isolated structure, from OMol25.

Orbital gap (alpha / beta) in eV: 5.83 / 4.90
Molecular weight in g/mol: 409.4
E_HOMO (alpha / beta) in eV: -3.4 / -2.4
Total charge: -1

Atoms and positions in Å:
C 2.243 -1.213 -0.962
C 1.859 -1.944 0.223
C 2.068 -1.082 1.346
C 2.556 0.163 0.873
C 2.644 0.092 -0.546
La -0.299 -0.249 -0.439
N 1.561 1.417 -2.884
C -2.113 -1.399 -0.912
C -1.415 -2.542 -0.455
H 2.018 -1.389 2.395
H 1.538 -2.987 0.259
H 2.908 0.995 1.483
H 3.013 0.886 -1.193
H 2.250 -1.598 -1.985
H -0.626 -3.066 -1.013
H -3.006 -1.079 -0.361
H 1.075 1.261 -3.812
H -1.765 -3.074 0.445
H -2.135 -0.973 -1.980
Cl -4.045 2.494 1.910
C -2.361 2.987 1.651
Cl -2.315 4.508 0.762
Cl -1.513 3.125 3.210
C -1.595 1.871 0.851
O -1.812 0.649 1.200
O -0.735 2.149 -0.065

Want to see where the charge sits? The Mulliken charges in e are: atom 1 (C): -0.740, atom 2 (C): -0.690, atom 3 (C): -0.542, atom 4 (C): -0.543, atom 5 (C): -0.356, atom 6 (La): 1.238, atom 7 (N): -0.577, atom 8 (C): -0.634, atom 9 (C): -0.846, atom 10 (H): 0.398, atom 11 (H): 0.506, atom 12 (H): 0.426, atom 13 (H): 0.442, atom 14 (H): 0.504, atom 15 (H): 0.350, atom 16 (H): 0.347, atom 17 (H): 0.000, atom 18 (H): 0.223, atom 19 (H): 0.266, atom 20 (Cl): -0.139, atom 21 (C): 0.624, atom 22 (Cl): -0.116, atom 23 (Cl): -0.138, atom 24 (C): 0.473, atom 25 (O): -0.696, atom 26 (O): -0.779



(2)
The following is a quantum chemistry calculation of one molecule with the formula C9H10ClNO2, from OMol25.

Orbital gap in eV: 8.37
Molecular weight in g/mol: 199.6
SMILES string: CC[C@](Cl)(c1ccccc1)[N+](=O)[O-]
E_HOMO in eV: -9.9
Total charge: 0

Atoms and positions in Å:
C -0.478 -2.697 0.395
C -1.178 -1.528 0.991
C -1.199 -0.211 0.137
Cl -2.140 -0.608 -1.834
C 0.138 0.480 -0.169
C 0.807 1.225 0.753
C 1.977 1.880 0.524
C 2.550 1.871 -0.734
C 1.919 1.116 -1.704
C 0.719 0.427 -1.447
N -2.270 0.675 0.563
O -2.149 1.810 0.193
O -3.172 0.264 1.257
H 0.556 -2.597 0.162
H -0.701 -3.507 1.024
H -0.899 -2.819 -0.548
H -0.717 -1.182 1.978
H -2.275 -1.783 1.264
H 0.249 1.042 1.732
H 2.447 2.262 1.475
H 3.399 2.536 -0.927
H 2.141 1.351 -2.805
H 0.274 -0.007 -2.279

Want to see where the charge sits? The natural (NBO) charges in e are: atom 1 (C): -0.618, atom 2 (C): -0.472, atom 3 (C): 0.366, atom 4 (Cl): -0.213, atom 5 (C): -0.145, atom 6 (C): -0.175, atom 7 (C): -0.217, atom 8 (C): -0.198, atom 9 (C): -0.210, atom 10 (C): -0.160, atom 11 (N): 0.449, atom 12 (O): -0.330, atom 13 (O): -0.354, atom 14 (H): 0.218, atom 15 (H): 0.223, atom 16 (H): 0.225, atom 17 (H): 0.232, atom 18 (H): 0.265, atom 19 (H): 0.204, atom 20 (H): 0.228, atom 21 (H): 0.226, atom 22 (H): 0.224, atom 23 (H): 0.232



(3)
The following is a quantum chemistry calculation of C9H10CuN5S4 as an isolated structure, from OMol25.

Orbital gap in eV: 7.17
Molecular weight in g/mol: 380.0
E_HOMO in eV: -7.3
Total charge: 0

Atoms and positions in Å:
Cu 0.014 -0.942 2.836
N 0.503 -1.266 0.410
N -0.217 -2.386 0.048
C -1.147 -2.914 0.876
N -1.743 -4.030 0.423
S -1.590 -2.280 2.365
H 0.265 -0.455 -0.143
H 1.499 -1.422 0.428
H 0.030 -2.884 -0.792
H -1.551 -4.413 -0.487
H -2.500 -4.410 0.962
S 0.399 1.423 8.370
C 0.590 0.849 6.843
S 2.006 1.180 5.849
C 1.280 0.331 4.499
N 0.122 -0.181 4.799
N -0.257 0.080 6.101
C -1.606 -0.221 6.446
C -2.605 0.094 5.533
C -3.929 -0.154 5.854
C -4.254 -0.725 7.076
C -3.248 -1.073 7.964
C -1.919 -0.826 7.655
S 1.929 0.142 2.954
H -2.336 0.528 4.579
H -4.708 0.117 5.153
H -5.291 -0.904 7.332
H -3.495 -1.540 8.908
H -1.133 -1.098 8.341

Want to see where the charge sits? The natural (NBO) charges in e are: atom 1 (Cu): 0.682, atom 2 (N): -0.646, atom 3 (N): -0.437, atom 4 (C): 0.302, atom 5 (N): -0.781, atom 6 (S): -0.247, atom 7 (H): 0.376, atom 8 (H): 0.382, atom 9 (H): 0.372, atom 10 (H): 0.392, atom 11 (H): 0.425, atom 12 (S): -0.159, atom 13 (C): -0.118, atom 14 (S): 0.416, atom 15 (C): -0.125, atom 16 (N): -0.430, atom 17 (N): -0.264, atom 18 (C): 0.124, atom 19 (C): -0.169, atom 20 (C): -0.223, atom 21 (C): -0.210, atom 22 (C): -0.204, atom 23 (C): -0.196, atom 24 (S): -0.364, atom 25 (H): 0.221, atom 26 (H): 0.214, atom 27 (H): 0.213, atom 28 (H): 0.216, atom 29 (H): 0.238



(4)
The following is a quantum chemistry calculation of an isolated ion of composition C9H10F4N and charge +1, from OMol25.

Orbital gap in eV: 9.50
Molecular weight in g/mol: 208.2
SMILES string: C[N+](C)(C)c1c(F)c(F)cc(F)c1F
E_HOMO in eV: -13.1
Total charge: +1

Atoms and positions in Å:
C -1.603 -0.763 -1.180
N -1.174 0.031 0.001
C -1.850 1.348 -0.065
C -1.603 -0.648 1.248
C 0.269 0.167 0.002
C 1.059 1.263 0.006
F 0.553 2.499 0.022
C 2.491 1.202 -0.005
F 3.106 2.374 0.001
C 3.209 0.050 -0.024
C 2.568 -1.211 -0.013
F 3.333 -2.296 -0.019
C 1.227 -1.344 0.010
F 0.532 -2.461 0.044
H -2.693 -0.772 -1.233
H -1.208 -0.316 -2.093
H -1.258 -1.791 -1.108
H -2.929 1.194 -0.084
H -1.605 1.955 0.805
H -1.563 1.886 -0.968
H -2.688 -0.744 1.258
H -1.171 -1.643 1.319
H -1.292 -0.065 2.115
H 4.289 0.085 -0.042

Want to see where the charge sits? The natural (NBO) charges in e are: atom 1 (C): -0.413, atom 2 (N): -0.247, atom 3 (C): -0.412, atom 4 (C): -0.412, atom 5 (C): 0.007, atom 6 (C): 0.383, atom 7 (F): -0.296, atom 8 (C): 0.346, atom 9 (F): -0.271, atom 10 (C): -0.274, atom 11 (C): 0.299, atom 12 (F): -0.274, atom 13 (C): 0.381, atom 14 (F): -0.292, atom 15 (H): 0.238, atom 16 (H): 0.245, atom 17 (H): 0.251, atom 18 (H): 0.238, atom 19 (H): 0.247, atom 20 (H): 0.247, atom 21 (H): 0.238, atom 22 (H): 0.250, atom 23 (H): 0.243, atom 24 (H): 0.279